54
Properties=species:S:1:pos:R:3 method="wB97M-V/def2-TZVPD" largest_force_ev_per_a=3.22 multiplicity=5 de_lowest_kcal_mol=0.0 e_lumo_ev="-5.1866 / -9.0560" total_charge=+2 homo_lumo_gap_ev="7.261 / 5.695"
P -0.169 -1.784 -5.316
P 0.168 1.848 -5.412
C -0.436 -0.612 -6.706
C 0.361 0.705 -6.821
H -1.524 -0.476 -6.818
H -0.110 -1.227 -7.560
H 1.443 0.544 -6.979
H -0.040 1.289 -7.666
C -1.532 2.492 -5.767
H -1.818 3.210 -4.974
H -2.276 1.670 -5.798
H -1.498 2.988 -6.751
C 1.294 3.198 -5.712
H 0.931 3.720 -6.607
H 2.306 2.807 -5.881
H 1.285 3.879 -4.850
C -1.191 -3.140 -5.862
H -1.181 -3.932 -5.102
H -0.735 -3.485 -6.796
H -2.201 -2.749 -6.032
C 1.551 -2.266 -5.688
H 2.249 -1.410 -5.768
H 1.500 -2.720 -6.694
H 1.930 -3.012 -4.968
Pd 0.480 -0.894 -0.718
C 0.670 1.976 -2.228
C -0.647 1.680 -2.209
C -1.565 0.877 -3.041
C -1.818 -0.652 -3.245
C -0.635 -1.567 -3.599
C 0.675 -1.231 -2.860
C 1.316 -0.070 -3.541
C 1.821 1.125 -2.702
C 0.163 -2.254 0.592
H 1.012 2.727 -1.523
H -1.178 2.149 -1.369
H -1.413 1.208 -4.071
H -2.563 1.316 -2.830
H -2.447 -0.977 -2.400
H -2.553 -0.739 -4.087
H -0.937 -2.553 -3.239
H 1.349 -2.081 -2.835
H 0.535 0.378 -4.222
H 2.137 -0.417 -4.190
H 2.481 0.690 -1.917
H 2.500 1.760 -3.309
H 1.062 -2.095 1.176
H 0.176 -3.132 -0.048
H -0.775 -2.021 1.077
C -0.045 0.682 1.821
O -0.033 0.810 0.427
H -0.975 1.116 2.266
H 0.825 1.214 2.276
H 0.014 -0.392 2.091